# 1
{
  "formula": "C37H31BrCdN7O4S2",
  "method": "the ωB97M-V functional and the def2-TZVPD basis",
  "charge": -1,
  "relative_energy_ev": 0.000,
  "e_tot_ev": -153773.741,
  "symbols": ["Cd", "Br", "S", "S", "O", "O", "O", "O", "N", "N", "N", "N", "N", "N", "N", "C", "C", "C", "C", "C", "C", "C", "C", "C", "C", "C", "C", "C", "C", "C", "C", "C", "C", "C", "C", "C", "C", "C", "C", "C", "C", "C", "C", "C", "C", "C", "C", "C", "C", "C", "C", "C", "H", "H", "H", "H", "H", "H", "H", "H", "H", "H", "H", "H", "H", "H", "H", "H", "H", "H", "H", "H", "H", "H", "H", "H", "H", "H", "H", "H", "H", "H", "H"],
  "xyz": [[0.180, 0.014, -0.643], [-1.340, 2.003, 1.371], [-0.757, -5.871, -3.436], [-2.546, -3.477, -3.446], [-1.493, 2.719, -3.606], [4.519, 0.585, -0.677], [-0.966, -5.481, 1.210], [0.494, -2.143, -0.689], [1.702, 0.069, 1.436], [-0.809, -2.372, 1.271], [-1.217, -1.125, 1.186], [-2.371, 0.079, -1.427], [0.102, -3.507, -2.999], [2.251, 0.760, -1.178], [-0.104, 1.260, -2.450], [2.425, -0.113, 3.704], [-3.730, 1.131, 2.476], [3.492, 1.647, -4.581], [3.099, -4.681, 1.233], [1.298, -4.332, -2.920], [2.319, 1.146, -2.522], [2.189, -3.769, 0.719], [3.502, 1.238, -3.252], [3.739, 0.091, 3.309], [-1.253, 1.821, -2.790], [1.090, 1.465, -3.161], [1.288, -6.189, 1.717], [0.843, -5.748, -2.591], [-2.478, 1.239, -2.069], [1.106, 1.879, -4.489], [4.012, 0.284, 1.970], [0.829, -4.045, 0.692], [0.394, -5.258, 1.208], [-4.719, 0.109, -1.006], [-7.111, -1.136, 3.770], [-4.870, 0.306, 2.903], [2.643, -5.897, 1.726], [1.446, -0.119, 2.727], [3.306, 0.553, -0.416], [-3.470, -0.481, -0.932], [-5.718, 0.816, 3.888], [-5.190, -0.926, 2.334], [2.962, 0.278, 1.056], [-6.821, 0.103, 4.326], [-4.823, 1.344, -1.633], [-2.083, -0.682, 2.020], [-3.691, 1.911, -2.187], [2.298, 1.968, -5.196], [-0.133, -3.025, 0.088], [-2.552, 0.701, 2.012], [-1.045, -4.136, -3.259], [-6.296, -1.640, 2.767], [-4.595, -1.309, 1.515], [-3.706, 2.844, -2.730], [4.427, 1.713, -5.123], [2.511, -2.826, 0.298], [-7.456, 0.516, 5.098], [-3.883, 2.200, 2.550], [0.925, -7.134, 2.106], [-5.780, 1.846, -1.702], [0.708, -5.899, -1.519], [4.154, -4.450, 1.240], [4.426, 0.989, -2.756], [0.107, -2.652, -2.431], [4.538, 0.101, 4.040], [-5.582, -0.389, -0.583], [0.407, -0.290, 2.983], [-0.938, -3.572, -0.442], [3.341, -6.623, 2.122], [-1.138, -6.381, 1.507], [1.813, -4.327, -3.887], [-1.322, -2.990, 1.898], [2.157, -0.270, 4.739], [1.963, -3.911, -2.166], [-7.976, -1.694, 4.103], [-2.525, -1.340, 2.771], [-3.339, -1.447, -0.460], [5.009, 0.444, 1.588], [0.169, 2.136, -4.956], [2.279, 2.290, -6.230], [-6.530, -2.591, 2.305], [-5.500, 1.784, 4.320], [1.536, -6.491, -2.979]]
}

=====

# 2
{
  "formula": "C5H10N3",
  "method": "the ωB97M-V functional and the def2-TZVPD basis",
  "charge": 1,
  "relative_energy_ev": 4.158,
  "smiles": "C/N=C(\\C)[C@@H]1NC1=[NH2+]",
  "e_tot_ev": -9807.590,
  "symbols": ["N", "N", "N", "C", "C", "C", "C", "C", "H", "H", "H", "H", "H", "H", "H", "H", "H", "H"],
  "xyz": [[-0.771, 1.243, -0.829], [1.329, -1.865, -0.690], [3.199, -0.442, -0.046], [-0.340, 0.115, -0.406], [2.092, -0.857, -0.520], [-0.643, -0.640, 0.873], [0.779, -0.505, -1.125], [-1.821, 2.024, -0.058], [-1.725, -0.820, 0.719], [-0.670, -0.082, 1.748], [0.780, -0.248, -2.207], [-1.275, 2.918, 0.203], [3.852, -0.997, 0.378], [0.142, -1.408, 1.097], [-2.222, 1.430, 0.794], [1.313, -2.752, -1.282], [-2.463, 2.196, -0.954], [3.463, 0.617, -0.118]]
}

=====

# 3
{
  "formula": "C17H18BClCuN6O2",
  "method": "the ωB97M-V functional and the def2-TZVPD basis",
  "multiplicity": 2,
  "relative_energy_ev": 0.000,
  "e_tot_ev": -88792.267,
  "symbols": ["Cu", "Cl", "O", "O", "N", "N", "N", "N", "N", "N", "C", "C", "C", "C", "C", "C", "C", "C", "C", "C", "C", "C", "C", "C", "C", "C", "C", "B", "H", "H", "H", "H", "H", "H", "H", "H", "H", "H", "H", "H", "H", "H", "H", "H", "H", "H"],
  "xyz": [[-1.033, -0.255, -0.502], [0.646, 0.718, 7.896], [-0.074, 0.147, 1.320], [1.055, -1.823, 1.752], [1.281, -0.445, -2.634], [-0.990, 0.064, -3.374], [-0.286, 1.469, -0.964], [0.943, -0.966, -1.413], [0.266, 1.769, -2.177], [-1.659, -0.382, -2.206], [0.903, -0.998, 5.827], [0.633, 3.070, -2.182], [-1.424, -1.955, -0.027], [2.884, -1.836, -2.037], [0.581, -0.323, 3.515], [0.523, -0.709, 2.061], [-3.052, -0.595, -3.957], [0.286, 0.986, 3.928], [0.623, 0.324, 6.231], [-1.834, -0.036, -4.458], [2.471, -0.959, -3.024], [1.912, -1.797, -1.052], [0.311, 1.322, 5.286], [0.316, 3.600, -0.929], [-2.873, -0.762, -2.594], [0.882, -1.306, 4.466], [-0.241, 2.562, -0.197], [0.431, 0.677, -3.266], [-2.390, 0.385, -0.145], [-1.498, 0.268, -5.365], [-3.909, -0.817, -4.518], [1.112, -2.314, 4.119], [1.140, -1.761, 6.566], [0.043, 1.738, 3.178], [-0.634, -2.664, 0.303], [-2.175, -1.627, 0.785], [-3.594, -1.164, -1.814], [-0.584, 2.537, 0.846], [3.798, -2.428, -2.031], [2.904, -0.625, -3.953], [0.100, 2.341, 5.609], [0.830, 1.086, -4.303], [1.084, 3.485, -3.059], [0.474, 4.613, -0.607], [1.895, -2.305, -0.072], [-2.076, -2.311, -0.830]]
}

=====

# 4
{
  "formula": "C15H34NO11P",
  "method": "the ωB97M-V functional and the def2-TZVPD basis",
  "charge": -2,
  "relative_energy_ev": 0.000,
  "e_tot_ev": -49401.290,
  "symbols": ["P", "O", "O", "O", "O", "O", "O", "O", "O", "O", "O", "O", "N", "C", "C", "C", "C", "C", "C", "C", "C", "C", "C", "C", "C", "C", "C", "C", "H", "H", "H", "H", "H", "H", "H", "H", "H", "H", "H", "H", "H", "H", "H", "H", "H", "H", "H", "H", "H", "H", "H", "H", "H", "H", "H", "H", "H", "H", "H", "H", "H", "H"],
  "xyz": [[35.718, 6.750, 58.227], [36.639, 7.968, 53.077], [38.427, 9.271, 53.490], [35.879, 0.708, 56.289], [37.136, 4.857, 53.122], [34.244, 6.322, 58.133], [36.377, 5.672, 57.447], [30.525, 9.950, 56.245], [36.196, 7.060, 59.597], [35.810, 7.947, 57.243], [32.073, 9.573, 54.548], [39.355, 4.958, 52.625], [35.037, 6.680, 55.003], [38.388, 8.116, 51.441], [36.783, 4.413, 51.934], [38.710, 5.723, 54.879], [38.414, 5.169, 53.451], [36.323, 1.959, 56.201], [35.531, 3.004, 55.472], [31.753, 9.524, 55.700], [37.703, 8.514, 52.697], [37.530, 2.434, 56.947], [29.470, 10.355, 55.399], [28.336, 10.637, 56.218], [35.375, 3.937, 51.985], [38.982, 10.414, 55.603], [38.030, 9.693, 54.833], [32.637, 8.821, 56.799], [34.681, 4.521, 52.679], [32.510, 7.719, 56.803], [35.215, 7.658, 55.059], [38.334, 2.730, 56.184], [37.231, 3.328, 57.499], [35.963, 6.580, 55.194], [34.759, 2.739, 54.868], [38.127, 1.810, 57.517], [38.800, 10.681, 56.672], [27.216, 10.904, 55.783], [28.251, 11.328, 56.960], [35.323, 3.644, 56.249], [28.207, 9.717, 56.732], [40.014, 9.849, 55.561], [36.594, 5.114, 51.238], [34.408, 6.550, 55.793], [35.348, 2.937, 52.614], [38.761, 8.860, 51.013], [36.202, 3.697, 54.854], [38.958, 7.465, 51.733], [39.238, 11.397, 55.117], [32.362, 9.022, 57.863], [37.419, 3.678, 51.435], [35.137, 6.183, 54.203], [38.475, 6.914, 55.013], [37.962, 5.055, 55.398], [35.240, 3.838, 50.962], [36.920, 10.074, 54.599], [29.147, 9.580, 54.749], [29.710, 11.306, 55.031], [33.682, 9.090, 56.611], [37.617, 7.628, 50.855], [39.683, 5.544, 55.253], [37.579, 8.743, 55.304]]
}

=====

# 5
{
  "formula": "C37H34BrCoF4OPS7Sb2",
  "method": "the ωB97M-V functional and the def2-TZVPD basis",
  "multiplicity": 4,
  "charge": -2,
  "relative_energy_ev": 0.000,
  "e_tot_ev": -257721.535,
  "symbols": ["Sb", "Sb", "Br", "Co", "S", "S", "S", "S", "S", "S", "S", "P", "F", "F", "F", "F", "O", "C", "C", "C", "C", "C", "C", "C", "C", "C", "C", "C", "C", "C", "C", "C", "C", "C", "C", "C", "C", "C", "C", "C", "C", "C", "C", "C", "C", "C", "C", "C", "C", "C", "C", "C", "C", "C", "H", "H", "H", "H", "H", "H", "H", "H", "H", "H", "H", "H", "H", "H", "H", "H", "H", "H", "H", "H", "H", "H", "H", "H", "H", "H", "H", "H", "H", "H", "H", "H", "H", "H"],
  "xyz": [[0.838, -2.100, -1.100], [1.426, 2.530, -4.718], [3.546, 0.718, -0.860], [0.388, 0.981, -2.088], [-2.087, -0.359, 1.221], [-4.848, -0.511, -2.677], [-0.166, 3.393, -6.104], [3.586, 2.827, -5.366], [0.997, 3.110, -2.408], [-3.451, 3.252, -0.541], [0.986, 0.226, -4.108], [1.396, 0.787, 1.519], [6.346, 0.366, 0.160], [2.982, 0.844, 4.363], [5.559, 0.527, 4.755], [7.268, 0.279, 2.674], [-1.232, 0.402, -1.175], [-2.899, 2.074, -1.679], [3.198, 0.709, 1.984], [-2.896, 4.053, -2.896], [2.063, 3.559, 1.685], [3.732, 0.689, 3.263], [4.111, 0.614, 0.930], [-3.182, 0.283, 0.068], [-2.585, 0.626, -1.303], [5.469, 0.472, 1.158], [-0.482, 4.313, 0.861], [1.103, 2.585, 1.434], [0.479, 5.280, 1.123], [-0.809, -4.824, -0.675], [-0.206, -1.520, 4.482], [-4.509, -0.056, 1.951], [-2.436, -1.050, -3.264], [2.569, -4.179, 0.660], [0.482, -1.054, 3.372], [1.750, 4.903, 1.527], [5.090, 0.542, 3.502], [-2.653, 2.650, -2.884], [-0.212, 1.187, 3.861], [-3.338, 4.515, -1.696], [-0.911, -0.630, 5.285], [1.602, -3.490, -2.568], [-4.435, 0.394, 0.598], [-0.879, -3.303, -0.539], [2.294, -2.694, 0.412], [-3.304, -0.491, 2.418], [-0.918, 0.721, 4.965], [0.789, -3.484, -3.865], [-4.575, -1.598, -3.974], [0.506, 0.306, 3.060], [-0.167, 2.971, 1.003], [-3.246, -1.793, -4.178], [-3.157, -0.305, -2.387], [5.962, 0.425, 2.448], [-0.143, -5.279, 0.058], [-3.598, 5.525, -1.416], [1.673, -4.710, 0.983], [1.991, -2.203, 1.341], [-0.226, 2.243, 3.624], [-0.904, 2.216, 0.742], [-2.842, -2.425, -4.959], [-5.411, -2.019, -4.513], [-2.270, 2.110, -3.743], [3.325, -4.317, 1.442], [0.246, 6.327, 0.976], [-1.133, -3.003, 0.481], [-2.702, 4.667, -3.763], [2.512, 5.653, 1.699], [1.207, -4.176, -4.603], [-0.206, -2.580, 4.712], [3.064, 3.279, 1.990], [-1.475, 1.420, 5.577], [-0.249, -3.785, -3.684], [-3.064, -0.867, 3.403], [1.619, -4.485, -2.119], [-1.800, -5.267, -0.529], [2.939, -4.675, -0.240], [0.768, -2.490, -4.317], [-0.463, -5.131, -1.665], [-5.277, 0.796, 0.049], [3.210, -2.189, 0.088], [2.639, -3.191, -2.751], [-1.356, -1.020, -3.292], [-1.673, -2.904, -1.173], [-5.415, -0.038, 2.544], [-1.461, -0.990, 6.146], [1.001, -1.759, 2.730], [-1.460, 4.592, 0.492]]
}

=====

# 6
{
  "formula": "C5H10O",
  "method": "the ωB97M-V functional and the def2-TZVPD basis",
  "relative_energy_ev": 5.097,
  "e_tot_ev": -7389.668,
  "symbols": ["O", "C", "C", "C", "C", "C", "H", "H", "H", "H", "H", "H", "H", "H", "H", "H"],
  "xyz": [[-0.432, 1.329, 1.474], [1.119, 0.473, 1.044], [-0.512, -0.686, -1.085], [-1.402, 1.200, 0.620], [0.897, -0.741, 0.414], [0.945, -0.971, -1.064], [-1.154, -1.552, -0.939], [-1.528, 2.003, -0.130], [1.255, -1.978, -1.354], [1.393, 0.448, 2.091], [-1.075, 0.217, -0.135], [-2.351, 0.818, 1.024], [1.551, -0.230, -1.593], [1.584, 1.273, 0.471], [0.591, -1.593, 1.019], [-0.881, -0.010, -1.858]]
}

=====

# 7
{
  "formula": "C10H17Cl2F5O3PdTe",
  "method": "the ωB97M-V functional and the def2-TZVPD basis",
  "multiplicity": 5,
  "charge": -2,
  "relative_energy_ev": 0.459,
  "e_tot_ev": -66190.548,
  "symbols": ["Te", "Pd", "Cl", "Cl", "F", "F", "F", "F", "F", "O", "O", "O", "C", "C", "C", "C", "C", "C", "C", "C", "C", "C", "H", "H", "H", "H", "H", "H", "H", "H", "H", "H", "H", "H", "H", "H", "H", "H", "H"],
  "xyz": [[0.078, -4.753, 1.094], [-0.768, -1.328, -0.410], [-2.855, -1.219, 0.538], [-1.219, -1.484, -2.530], [-0.872, -6.206, 0.299], [1.147, -3.450, 2.069], [0.859, -6.077, 2.232], [-1.260, -4.555, 2.444], [1.596, -5.042, -0.031], [0.389, -0.591, 2.932], [-0.654, -3.626, -0.142], [1.288, -1.198, -0.719], [-0.723, 1.698, 0.615], [2.559, 1.910, -1.143], [-2.514, 1.540, -1.270], [-1.127, 1.607, -0.750], [1.541, 1.910, 1.863], [0.688, 1.817, 0.632], [-1.635, 1.735, 1.799], [0.090, 1.611, -3.027], [0.051, 1.694, -1.548], [1.144, 1.833, -0.683], [2.571, 1.640, 1.609], [1.521, 2.905, 2.279], [2.826, 1.028, -1.742], [-2.508, 1.108, 1.597], [1.088, 1.370, -3.364], [-2.834, 2.544, -1.660], [-0.253, 2.529, -3.493], [0.615, -1.698, 2.347], [1.482, -2.160, -1.048], [-0.579, 0.761, -3.372], [-1.145, 1.355, 2.662], [-1.970, 2.775, 1.977], [-3.194, 1.213, -0.523], [-2.559, 0.821, -2.102], [1.189, 1.182, 2.638], [2.710, 2.814, -1.777], [3.238, 1.985, -0.291]]
}

=====

# 8
{
  "formula": "C5H10O",
  "method": "the ωB97M-V functional and the def2-TZVPD basis",
  "relative_energy_ev": 0.001,
  "smiles": "CCC(=O)CC",
  "e_tot_ev": -7394.765,
  "symbols": ["O", "C", "C", "C", "C", "C", "H", "H", "H", "H", "H", "H", "H", "H", "H", "H"],
  "xyz": [[0.147, -0.581, 1.370], [2.557, 0.061, 0.118], [-1.337, -0.019, -0.422], [0.028, -0.177, 0.232], [-2.489, -0.099, 0.571], [1.232, 0.190, -0.619], [-2.435, 0.722, 1.294], [-1.424, -0.808, -1.183], [2.723, -0.967, 0.449], [-2.449, -1.033, 1.136], [1.083, 1.215, -0.987], [2.566, 0.695, 1.010], [-3.452, -0.040, 0.055], [-1.353, 0.927, -0.979], [3.389, 0.358, -0.528], [1.214, -0.443, -1.518]]
}

=====

Repeat the sixth record exactly.
{
  "formula": "C5H10O",
  "method": "the ωB97M-V functional and the def2-TZVPD basis",
  "relative_energy_ev": 5.097,
  "e_tot_ev": -7389.668,
  "symbols": ["O", "C", "C", "C", "C", "C", "H", "H", "H", "H", "H", "H", "H", "H", "H", "H"],
  "xyz": [[-0.432, 1.329, 1.474], [1.119, 0.473, 1.044], [-0.512, -0.686, -1.085], [-1.402, 1.200, 0.620], [0.897, -0.741, 0.414], [0.945, -0.971, -1.064], [-1.154, -1.552, -0.939], [-1.528, 2.003, -0.130], [1.255, -1.978, -1.354], [1.393, 0.448, 2.091], [-1.075, 0.217, -0.135], [-2.351, 0.818, 1.024], [1.551, -0.230, -1.593], [1.584, 1.273, 0.471], [0.591, -1.593, 1.019], [-0.881, -0.010, -1.858]]
}